one) Density functional theory data (wB97M-V/def2-TZVPD) for a 2-piece molecular cluster, CH4IP overall.

Values from the calculation:
HOMO level (alpha / beta)   -9.503 / -8.223 eV
E_LUMO (alpha / beta)   -0.94 / -2.68 eV
Total charge   0
Frontier orbital gap (alpha / beta)   8.56 / 5.54 eV
Multiplicity   1

Structure (XYZ):
```
7
Properties=species:S:1:pos:R:3:mulliken_charge:R:1
C 0.42 0.86 0.07 -0.66
P 0.04 -0.79 -0.40 -0.05
I 1.37 -3.77 -1.98 -0.14
H 0.71 1.66 -0.53 0.33
H 0.64 1.21 1.09 0.28
H -0.62 -1.30 0.77 0.10
H -1.07 -1.08 -1.35 0.15
```



two) Density functional theory data (wB97M-V/def2-TZVPD) for a 2-piece molecular cluster, CH4IP overall.

Values from the calculation:
HOMO level (alpha / beta)   -9.398 / -8.321 eV
E_LUMO (alpha / beta)   -1.17 / -0.62 eV
Total charge   0
Frontier orbital gap (alpha / beta)   8.23 / 7.70 eV
Multiplicity   1

Structure (XYZ):
```
7
Properties=species:S:1:pos:R:3:mulliken_charge:R:1
C -0.68 0.34 0.41 -1.20
P 0.19 -1.13 -0.19 -0.02
I 0.64 -0.18 -2.33 -0.02
H -1.63 0.61 -0.10 0.39
H -0.23 1.31 0.40 0.43
H -0.96 0.39 1.38 0.43
H 2.66 -1.34 0.44 -0.02
```



Which of them is the least stable? Correct choice: two).



one) Density functional theory data (wB97M-V/def2-TZVPD) for a 2-piece molecular cluster, C7H9NO2 overall.

Values from the calculation:
HOMO level   -9.796 eV
SMILES   c1ccncc1.CC(=O)O
E_LUMO   0.59 eV
Total charge   0
Frontier orbital gap   10.39 eV
Multiplicity   1

Structure (XYZ):
```
19
Properties=species:S:1:pos:R:3:mulliken_charge:R:1
C -2.70 -0.66 -1.77 0.01
C -2.10 -1.82 -1.29 -0.68
C -0.94 -1.70 -0.52 -0.18
N -0.37 -0.52 -0.22 -0.39
C -0.97 0.59 -0.69 -0.02
C -2.13 0.57 -1.46 -0.75
H -3.62 -0.72 -2.38 0.37
H -2.51 -2.81 -1.51 0.32
H -0.44 -2.59 -0.13 0.36
H -0.49 1.54 -0.43 0.51
H -2.57 1.51 -1.82 0.34
C 3.11 1.17 2.01 -1.12
C 1.87 0.91 1.20 0.76
O 1.17 1.74 0.68 -0.61
O 1.62 -0.42 1.11 -0.61
H 3.30 2.25 2.07 0.32
H 3.98 0.68 1.55 0.28
H 2.98 0.78 3.04 0.28
H 0.79 -0.50 0.56 0.81
```



two) Density functional theory data (wB97M-V/def2-TZVPD) for a 2-piece molecular cluster, C7H9NO2 overall.

Values from the calculation:
HOMO level   -9.455 eV
SMILES   c1ccncc1.CC(=O)O
E_LUMO   0.33 eV
Total charge   0
Frontier orbital gap   9.78 eV
Multiplicity   1

Structure (XYZ):
```
19
Properties=species:S:1:pos:R:3:mulliken_charge:R:1
C -0.72 1.50 0.14 -0.30
C -0.89 2.70 -0.58 -0.29
C -0.42 2.78 -1.92 -0.31
N 0.28 1.82 -2.56 -0.55
C 0.36 0.69 -1.94 -0.05
C -0.20 0.46 -0.60 -0.46
H -1.34 1.40 0.98 0.35
H -1.47 3.36 0.08 0.30
H -0.51 3.61 -2.61 0.38
H 1.10 -0.19 -2.27 0.22
H -0.33 -0.53 -0.20 0.69
C 1.21 -2.38 0.72 -0.66
C 0.39 -2.15 2.02 0.63
O 0.92 -2.13 3.08 -0.51
O -0.98 -2.15 1.72 -0.49
H 2.26 -2.66 1.21 0.30
H 0.72 -3.10 -0.04 0.28
H 1.19 -1.36 0.26 0.10
H -1.59 -1.66 2.52 0.37
```



three) Density functional theory data (wB97M-V/def2-TZVPD) for C7H9NO2 as an isolated structure.

Values from the calculation:
HOMO level   -7.919 eV
E_LUMO   -0.48 eV
Total charge   0
Frontier orbital gap   7.44 eV
Multiplicity   1

Structure (XYZ):
```
19
Properties=species:S:1:pos:R:3:mulliken_charge:R:1
C 1.68 1.76 -0.05 -0.38
C 2.46 0.57 0.33 -0.57
C 0.63 1.65 -0.86 -0.55
C 2.17 -0.70 0.20 0.69
C 0.32 -0.71 -0.66 0.54
C -2.03 -0.72 0.31 -0.98
C -0.53 -0.97 0.63 -0.56
N 0.42 0.39 -1.35 -0.51
O 2.34 -1.86 0.24 -0.38
O 0.31 -1.83 -1.36 -0.48
H 2.07 2.68 0.20 0.53
H 3.54 0.75 0.67 0.29
H 0.14 2.46 -1.34 0.41
H -2.49 -1.67 -0.17 0.28
H -2.18 0.04 -0.57 0.28
H -2.46 -0.25 1.27 0.29
H -0.39 -2.03 1.03 0.37
H -0.15 -0.29 1.42 0.34
H 0.83 -1.50 -2.16 0.39
```



Which of them is the least stable? Correct choice: three).



one) Density functional theory data (wB97M-V/def2-TZVPD) for C6H16NS as an isolated structure.

Values from the calculation:
HOMO level   -12.849 eV
E_LUMO   -3.56 eV
Total charge   +1
Frontier orbital gap   9.29 eV
Multiplicity   1

Structure (XYZ):
```
24
Properties=species:S:1:pos:R:3:mulliken_charge:R:1
C 1.93 -0.79 1.32 -1.49
C 1.10 -1.62 -0.91 -1.35
C -2.54 1.28 -0.03 -1.27
C 0.79 -0.95 0.41 0.84
C -0.06 0.44 0.28 -0.88
C -1.76 0.10 -0.53 0.00
N 0.64 1.52 -0.57 -0.24
S -2.47 -1.55 0.05 -0.17
H 2.44 -1.72 1.40 0.41
H 2.66 -0.04 0.98 0.32
H 1.71 -0.35 2.32 0.38
H 0.16 -1.53 -1.47 0.37
H 1.32 -2.80 -0.74 0.33
H 1.89 -1.25 -1.59 0.32
H -2.53 2.24 -0.61 0.32
H -3.61 0.99 0.10 0.37
H -2.18 1.59 1.02 0.32
H -0.04 -1.56 0.84 0.16
H -0.26 0.97 1.31 0.53
H -1.62 0.07 -1.58 0.46
H 0.10 2.36 -0.54 0.34
H 0.79 1.21 -1.53 0.38
H 1.63 1.77 -0.24 0.37
H -3.21 -1.09 1.05 0.18
```



two) Density functional theory data (wB97M-V/def2-TZVPD) for a 2-piece molecular cluster, C6H16NS overall.

Values from the calculation:
HOMO level   -12.618 eV
E_LUMO   -4.03 eV
Total charge   +1
Frontier orbital gap   8.59 eV
Multiplicity   1

Structure (XYZ):
```
24
Properties=species:S:1:pos:R:3:mulliken_charge:R:1
C -1.10 -0.41 0.80 -1.01
C -2.05 -0.25 -1.73 -1.44
C -1.05 2.46 -0.21 -1.79
C 2.52 -2.55 1.58 -0.77
C -0.94 -0.10 -0.74 0.43
C -0.27 1.30 -0.59 0.88
N 1.04 1.38 -0.59 -0.18
S 2.39 -0.97 0.76 -0.20
H -1.64 0.55 1.18 0.33
H -1.93 -1.26 0.84 0.32
H -0.30 -0.78 1.42 0.22
H -2.92 0.46 -1.79 0.30
H -1.64 -0.15 -2.77 0.36
H -2.53 -1.23 -1.66 0.38
H -0.91 3.19 -0.98 0.49
H -0.83 2.95 0.71 0.47
H -2.10 2.33 -0.19 0.44
H 2.81 -2.20 2.70 0.29
H 3.32 -3.31 1.18 0.32
H 1.48 -2.97 1.69 0.28
H -0.17 -0.79 -1.07 0.36
H 3.78 -0.56 0.57 0.17
H 1.60 0.61 -0.66 0.07
H 1.42 2.33 -0.46 0.27
```



Which of them is the least stable? Correct choice: one).



one) Density functional theory data (wB97M-V/def2-TZVPD) for a 2-piece molecular cluster, C16H17N overall.

Values from the calculation:
HOMO level   -7.861 eV
SMILES   Cc1c[nH]c2ccccc12.Cc1ccccc1
E_LUMO   0.84 eV
Total charge   0
Frontier orbital gap   8.70 eV
Multiplicity   1

Structure (XYZ):
```
34
Properties=species:S:1:pos:R:3:mulliken_charge:R:1
C -3.16 1.73 1.91 -1.30
C -2.15 2.77 2.21 0.46
C -2.28 4.02 2.72 -0.66
N -1.05 4.64 2.76 -0.05
C -0.09 3.77 2.35 -0.34
C 1.28 3.93 2.27 -0.70
C 2.03 2.89 1.78 -0.47
C 1.41 1.70 1.39 -0.59
C 0.05 1.51 1.52 -0.43
C -0.73 2.56 2.00 1.18
H -3.33 1.53 0.85 0.27
H -4.15 2.02 2.29 0.34
H -2.93 0.74 2.33 0.33
H -3.13 4.26 3.33 0.34
H -0.85 5.48 3.27 0.22
H 1.74 4.84 2.64 0.34
H 3.11 2.95 1.72 0.37
H 2.00 0.90 0.94 0.38
H -0.47 0.56 1.39 0.32
C 2.61 -3.87 -1.35 -1.31
C 1.37 -3.70 -2.19 0.80
C 1.31 -4.23 -3.47 -0.35
C 0.28 -3.89 -4.34 -0.50
C -0.81 -3.20 -3.82 -0.39
C -0.75 -2.63 -2.56 -0.49
C 0.33 -2.88 -1.73 -0.41
H 2.74 -4.92 -1.05 0.30
H 2.65 -3.27 -0.45 0.34
H 3.47 -3.61 -1.98 0.32
H 2.11 -4.83 -3.89 0.33
H 0.35 -4.03 -5.41 0.35
H -1.71 -3.14 -4.42 0.36
H -1.62 -2.04 -2.29 0.35
H 0.38 -2.57 -0.70 0.33
```



two) Density functional theory data (wB97M-V/def2-TZVPD) for a 2-piece molecular cluster, C16H17N overall.

Values from the calculation:
HOMO level   -7.862 eV
SMILES   Cc1c[nH]c2ccccc12.Cc1ccccc1
E_LUMO   0.89 eV
Total charge   0
Frontier orbital gap   8.75 eV
Multiplicity   1

Structure (XYZ):
```
34
Properties=species:S:1:pos:R:3:mulliken_charge:R:1
C 4.03 -2.21 2.86 -1.25
C 2.89 -1.41 3.21 0.69
C 2.28 -1.31 4.44 -1.14
N 1.02 -0.58 4.23 -0.12
C 0.96 -0.26 2.98 0.10
C -0.06 0.38 2.28 -0.85
C 0.16 0.99 1.08 -0.38
C 1.50 0.82 0.54 -0.62
C 2.41 -0.13 1.05 -0.50
C 2.08 -0.68 2.21 0.96
H 4.59 -2.77 3.65 0.33
H 4.80 -1.56 2.33 0.26
H 3.75 -2.96 2.14 0.30
H 2.65 -1.62 5.29 0.55
H 0.16 -0.67 4.77 0.26
H -0.93 0.66 2.84 0.30
H -0.63 1.60 0.52 0.43
H 1.87 1.36 -0.38 0.21
H 3.19 -0.41 0.46 0.50
C -4.00 1.84 -4.42 -1.06
C -2.95 1.10 -3.49 0.60
C -2.10 1.80 -2.61 -0.57
C -1.05 1.08 -1.92 -0.48
C -0.92 -0.33 -1.89 -0.58
C -2.00 -1.04 -2.60 -0.65
C -2.83 -0.27 -3.42 -0.18
H -4.97 1.85 -3.94 0.28
H -3.90 1.12 -5.39 0.32
H -3.57 2.85 -4.72 0.31
H -2.37 2.81 -2.42 0.35
H -0.26 1.60 -1.45 0.64
H -0.12 -0.77 -1.38 0.56
H -2.11 -2.16 -2.63 0.30
H -3.60 -0.71 -4.21 0.12
```



Which of them is the least stable? Correct choice: two).



one) Density functional theory data (wB97M-V/def2-TZVPD) for a 2-piece molecular cluster, Br2H2O2Si overall.

Values from the calculation:
HOMO level   -9.413 eV
E_LUMO   -0.99 eV
Total charge   0
Frontier orbital gap   8.42 eV
Multiplicity   1

Structure (XYZ):
```
7
Properties=species:S:1:pos:R:3:mulliken_charge:R:1
O -1.08 1.17 0.09 -0.74
O 0.64 -1.78 1.21 -0.40
Si -0.09 -0.49 1.94 0.77
Br 1.04 1.02 2.90 -0.06
Br -1.96 -1.18 2.99 -0.17
H -0.30 1.19 -0.45 0.25
H 0.25 -2.68 1.13 0.35
```



two) Density functional theory data (wB97M-V/def2-TZVPD) for a 2-piece molecular cluster, Br2H2O2Si overall.

Values from the calculation:
HOMO level   -10.415 eV
E_LUMO   -1.57 eV
Total charge   0
Frontier orbital gap   8.84 eV
Multiplicity   1

Structure (XYZ):
```
7
Properties=species:S:1:pos:R:3:mulliken_charge:R:1
O -0.23 1.47 0.43 -0.50
O 0.00 -1.16 1.07 -0.37
Si -0.14 -0.07 -0.08 0.63
Br -1.72 -0.25 -1.79 -0.26
Br 1.81 -0.52 -1.01 -0.25
H 0.92 2.12 -0.34 0.40
H -0.64 -1.58 1.72 0.35
```



three) Density functional theory data (wB97M-V/def2-TZVPD) for a 2-piece molecular cluster, Br2H2O2Si overall.

Values from the calculation:
HOMO level (alpha / beta)   -9.206 / -9.206 eV
E_LUMO (alpha / beta)   -2.56 / -2.56 eV
Total charge   0
Frontier orbital gap (alpha / beta)   6.64 / 6.64 eV
Multiplicity   1

Structure (XYZ):
```
7
Properties=species:S:1:pos:R:3:mulliken_charge:R:1
O -1.32 -0.55 -0.91 -0.41
O 0.43 -0.72 1.13 -0.40
Si -0.21 0.28 -0.03 0.66
Br 2.33 1.16 -2.20 -0.46
Br -0.95 2.16 0.97 -0.09
H -1.40 -1.54 -0.66 0.37
H 1.12 -0.78 1.70 0.33
```



Which of them is the least stable? Correct choice: one).